Below is one molecule with the formula C21H18F4N4O, with properties calculated with ωB97M-V with the def2-TZVPD basis set.

E_tot   -1504.58108 hartree
Highest occupied orbital energy   -0.29464 hartree
Largest force on an atom   5.0 eV/A
E_LUMO   -0.937 eV
Gap between HOMO and LUMO   7.08 eV

XYZ file:
```
48
Properties=species:S:1:pos:R:3:lowdin_charge:R:1
O -3.58953 2.81771 -2.53437 0.07
F 1.13394 0.64506 2.53815 0.06
F 0.96500 -0.13102 5.82873 0.08
F 3.06315 -0.16743 6.13327 0.02
F 1.27832 3.26477 -4.82464 0.10
N -2.08354 -1.46168 1.52014 0.12
N -3.83182 0.03665 1.11771 0.11
C -3.09971 1.88444 -1.95904 -0.37
C -3.75464 1.32525 -0.71982 0.08
C -1.38704 0.17574 -1.63784 0.07
C -3.20400 -0.83255 1.87365 -0.17
C 2.68164 -3.18579 3.21603 -0.07
C 2.72122 -2.28090 4.24275 -0.04
C 2.09085 -2.85343 1.96770 0.00
C 1.57072 -0.63953 2.76564 -0.10
C 2.29483 -0.96858 4.00672 -0.05
C 1.56851 -1.55376 1.68723 -0.10
C -1.42008 -1.16057 0.41395 -0.28
C -3.20791 0.38623 0.03997 -0.33
C -1.94635 -0.17565 -0.39504 -0.06
N -1.89172 1.21566 -2.38195 0.11
N -0.20612 -1.76997 0.40537 0.07
C 2.10011 0.02404 5.13592 -0.34
C 0.13426 2.80910 -2.78717 -0.02
C -1.21053 2.78060 -4.35282 0.03
C 0.24246 1.08714 -4.00869 0.05
C 0.31755 2.56783 -4.23066 -0.48
C -0.91470 1.83545 -3.22348 -0.36
C 1.79404 -1.54195 -0.82686 -0.04
C 0.98793 -1.04062 0.34868 -0.33
H -4.71844 1.88321 -0.44246 0.15
H -0.57763 -0.57976 -1.88844 0.15
H -3.75265 -1.36360 2.71740 0.13
H 3.14135 -4.09949 3.55163 0.10
H 3.34318 -2.60017 5.10353 0.14
H 2.11542 -3.64476 1.21764 0.11
H -0.27734 -2.43627 1.17402 0.13
H 2.07586 1.09114 4.76574 0.17
H 0.94280 2.60959 -2.11949 0.13
H -0.16161 3.75061 -2.59615 0.09
H -1.63559 3.75659 -4.08608 0.13
H -1.55348 2.44720 -5.31457 0.12
H -0.10567 0.49241 -4.89532 0.14
H 0.93267 0.60485 -3.38137 0.08
H 1.99256 -2.63230 -0.92705 0.09
H 1.34885 -1.20802 -1.74983 0.05
H 2.82729 -1.16914 -0.67856 0.10
H 0.86559 0.00570 0.19015 0.14
```